Density functional theory data (ωB97M-V with the def2-TZVPD basis set) for 10 unconnected molecules or ions with the total composition C10H40O10 in a non-equilibrium geometry.

Last column: Löwdin charge in e.
Cartesian coordinates (Å):
O (3.07, 3.60, 0.02)  -0.12
O (0.46, 0.74, -0.11)  -0.14
O (-5.06, 0.11, -0.61)  -0.14
O (0.10, -4.15, -4.12)  -0.13
O (2.26, -0.04, -2.35)  -0.12
O (-3.29, -2.13, 3.87)  -0.10
O (-3.54, -3.34, -2.51)  -0.10
O (1.27, -0.89, 3.88)  -0.12
O (-0.18, 3.20, 1.45)  -0.11
O (2.37, -1.08, 1.20)  -0.14
C (1.02, -3.17, -3.58)  -0.14
C (-2.77, -1.81, 2.61)  -0.18
C (-4.35, 1.21, -1.22)  -0.15
C (-2.74, -2.21, -2.75)  -0.16
C (2.23, -2.42, 0.67)  -0.12
C (1.06, 0.48, 4.03)  -0.17
C (-0.56, -0.25, -0.17)  -0.10
C (3.26, 0.77, -1.83)  -0.16
C (3.43, 4.87, -0.40)  -0.17
C (0.78, 3.50, 2.42)  -0.17
H (2.02, -0.35, 0.69)  0.04
H (-2.71, -2.68, 1.95)  0.07
H (-5.74, -0.20, -1.22)  0.07
H (-3.87, 1.79, -0.43)  0.07
H (-3.30, -1.07, 2.00)  0.07
H (-3.59, -3.52, -1.56)  0.07
H (-2.98, -1.78, -3.72)  0.09
H (-3.40, -3.08, 3.87)  0.08
H (-5.05, 1.85, -1.75)  0.08
H (1.86, -3.72, -3.15)  0.07
H (-0.36, -0.94, -0.99)  0.07
H (2.89, -3.13, 1.16)  0.08
H (2.77, 5.63, 0.01)  0.07
H (-0.35, 4.06, 1.06)  0.09
H (1.67, 2.86, 2.42)  0.06
H (-0.24, -4.65, -3.37)  0.07
H (3.93, 0.19, -1.19)  0.09
H (1.81, 1.07, 3.50)  0.07
H (0.05, 1.51, 0.30)  0.05
H (1.36, -1.05, 2.94)  0.02
H (2.38, -2.58, -0.40)  0.07
H (2.25, 3.31, -0.38)  0.06
H (-1.55, 0.21, -0.20)  0.08
H (2.76, 1.49, -1.18)  0.05
H (1.48, 0.37, -1.97)  0.04
H (3.37, 4.90, -1.49)  0.08
H (-1.73, -1.56, 2.78)  0.06
H (0.60, -2.64, -2.72)  0.04
H (1.21, -2.71, 0.92)  0.07
H (0.05, 0.76, 3.73)  0.07
H (-1.66, -2.39, -2.73)  0.05
H (1.36, -2.53, -4.40)  0.09
H (-0.51, -0.80, 0.77)  0.07
H (-3.53, 0.82, -1.83)  0.05
H (-2.93, -1.40, -2.05)  0.05
H (3.81, 1.29, -2.61)  0.08
H (4.44, 5.20, -0.15)  0.08
H (1.06, 0.63, 5.11)  0.08
H (1.17, 4.50, 2.28)  0.09
H (0.40, 3.36, 3.43)  0.08

Summary:
Energy relative to the best compared isomer or geometry (same formula, charge and spin): 460.7 kJ/mol
Highest occupied orbital energy: -9.7943 eV
Frontier orbital gap: 9.860 eV
SMILES: CO.CO.CO.CO.CO.CO.CO.CO.CO.CO
E: -31488.3744 eV
Net charge: 0
Spin multiplicity: 1

---

Density functional theory data (ωB97M-V with the def2-TZVPD basis set) for a molecular structure, C28H25CdClOSi in a non-equilibrium geometry.

Last column: Löwdin charge in e.
Cartesian coordinates (Å):
Cd (0.36, 0.04, -0.31)  1.24
Cl (1.90, -1.48, 0.78)  -0.22
Si (2.33, 1.48, 2.41)  0.36
O (1.42, 1.69, 1.13)  -0.48
C (1.84, 0.64, 4.10)  -0.25
C (1.70, 3.82, 3.95)  -0.11
C (2.27, 0.52, 6.49)  -0.11
C (-2.18, -0.66, 0.50)  -0.24
C (6.43, -0.73, 1.77)  -0.12
C (-2.20, 0.71, 0.07)  -0.23
C (-0.89, -0.90, -5.51)  -0.24
C (6.09, 0.37, 0.98)  -0.12
C (3.54, 4.09, 2.41)  -0.09
C (4.35, -0.49, 2.97)  -0.13
C (1.09, -0.54, 4.21)  -0.13
C (4.89, 1.04, 1.17)  -0.10
C (0.20, 0.02, -5.52)  -0.24
C (4.01, 0.62, 2.19)  -0.25
C (-1.09, 0.59, 2.08)  -0.25
C (-0.33, 1.34, -5.46)  -0.24
C (2.97, 5.88, 3.95)  -0.13
C (1.46, -0.61, 6.60)  -0.12
C (0.88, -1.14, 5.45)  -0.10
C (-1.75, 1.23, -5.42)  -0.24
C (3.75, 5.37, 2.91)  -0.12
C (-1.49, -0.73, 1.74)  -0.25
C (2.56, 3.27, 3.00)  -0.22
C (-1.52, 1.48, 1.06)  -0.24
C (1.93, 5.10, 4.46)  -0.11
C (-2.09, -0.15, -5.45)  -0.24
C (2.47, 1.13, 5.26)  -0.12
C (5.55, -1.17, 2.77)  -0.10
H (-2.46, 2.07, -5.40)  0.04
H (-2.76, 1.12, -0.76)  0.07
H (7.37, -1.25, 1.63)  0.09
H (-1.38, 2.55, 1.08)  0.08
H (-0.81, -1.98, -5.57)  0.04
H (-3.10, -0.56, -5.46)  0.04
H (3.15, 6.88, 4.36)  0.08
H (4.16, 3.70, 1.60)  0.09
H (0.25, -2.04, 5.50)  0.10
H (0.24, 2.27, -5.48)  0.04
H (0.71, -1.01, 3.30)  0.05
H (4.56, 5.98, 2.50)  0.09
H (0.88, 3.21, 4.37)  0.11
H (3.63, -0.85, 3.71)  0.09
H (2.76, 0.95, 7.38)  0.09
H (1.29, -1.08, 7.57)  0.09
H (-1.28, -1.61, 2.33)  0.07
H (-0.55, 0.87, 2.97)  0.06
H (3.13, 2.00, 5.18)  0.11
H (6.77, 0.72, 0.20)  0.09
H (-2.70, -1.49, 0.03)  0.07
H (1.30, 5.47, 5.28)  0.09
H (1.26, -0.24, -5.58)  0.04
H (5.77, -2.03, 3.39)  0.09
H (4.59, 1.88, 0.52)  0.10

Summary:
Energy relative to the best compared isomer or geometry (same formula, charge and spin): 32.9 kJ/mol
Highest occupied orbital energy: -0.9121 eV
Frontier orbital gap: 5.204 eV
E: -56454.4578 eV
Net charge: -2
Spin multiplicity: 1

---

Density functional theory data (ωB97M-V with the def2-TZVPD basis set) for C5H4FN in the gas phase in a non-equilibrium geometry.

Last column: Löwdin charge in e.
Cartesian coordinates (Å):
F (-2.03, -0.81, -0.14)  0.08
N (2.52, -0.29, -0.01)  0.16
C (1.47, -0.76, 0.03)  -0.24
C (-0.84, -0.28, 0.11)  -0.36
C (0.12, -1.10, 0.05)  -0.06
C (0.28, 1.88, -0.13)  0.06
C (-0.87, 1.18, 0.19)  -0.07
H (1.34, 1.36, -0.10)  0.07
H (0.23, 2.97, -0.29)  0.06
H (0.04, -2.25, -0.05)  0.17
H (-1.94, 1.61, 0.39)  0.15

Summary:
Energy relative to the best compared isomer or geometry (same formula, charge and spin): 241.4 kJ/mol
Highest occupied orbital energy: -9.6968 eV
Frontier orbital gap: 9.574 eV
SMILES: C=C/C(F)=C\C#N
E: -9454.6820 eV
Net charge: 0
Spin multiplicity: 1

---

Density functional theory data (ωB97M-V with the def2-TZVPD basis set) for CF5N3 in the gas phase in a non-equilibrium geometry.

Last column: Löwdin charge in e.
Cartesian coordinates (Å):
F (-1.08, 0.86, -1.66)  0.06
F (-0.40, 2.37, 0.08)  0.07
F (0.64, -2.45, 0.23)  0.07
F (0.07, -1.44, -1.82)  0.06
F (0.45, 1.08, 2.27)  -0.07
N (0.53, -0.08, 1.50)  0.08
N (0.18, -1.30, -0.44)  -0.03
N (-0.46, 1.02, -0.42)  0.01
C (0.08, -0.07, 0.26)  -0.25

Summary:
Energy relative to the best compared isomer or geometry (same formula, charge and spin): 0.0 kJ/mol
Highest occupied orbital energy: -10.0026 eV
Frontier orbital gap: 9.116 eV
SMILES: FN=C(N(F)F)N(F)F
E: -19081.3558 eV
Net charge: 0
Spin multiplicity: 1

---

Density functional theory data (ωB97M-V with the def2-TZVPD basis set) for C6H11NO3S in the gas phase in a non-equilibrium geometry.

Last column: Löwdin charge in e.
Cartesian coordinates (Å):
S (2.19, 0.09, -0.13)  0.64
O (2.88, 1.58, -0.07)  -0.16
O (2.01, -0.12, -1.54)  -0.30
O (2.94, -0.85, 0.68)  -0.30
N (-1.57, 2.09, 0.52)  0.05
C (-0.50, -1.95, 0.29)  -0.08
C (0.69, 0.16, 0.80)  -0.23
C (0.32, -1.23, 1.09)  -0.14
C (-0.92, 1.10, -0.26)  -0.18
C (-1.06, -1.43, -0.97)  -0.18
C (-1.76, -0.12, -0.73)  -0.16
H (-1.90, 1.54, 1.30)  0.09
H (-1.72, -2.22, -1.44)  0.14
H (-0.78, -2.84, 0.61)  0.05
H (3.66, 1.81, -0.50)  0.05
H (-2.56, -0.19, -0.02)  0.12
H (-0.20, -1.18, -1.61)  0.11
H (-2.18, 0.22, -1.61)  0.09
H (0.97, 0.75, 1.63)  0.08
H (-0.09, 1.60, -0.88)  0.14
H (-1.00, 2.87, 0.81)  0.09
H (0.58, -1.67, 2.02)  0.10

Summary:
Energy relative to the best compared isomer or geometry (same formula, charge and spin): 377.6 kJ/mol
Highest occupied orbital energy: -8.4375 eV
Frontier orbital gap: 9.014 eV
E: -24864.7207 eV
Net charge: 0
Spin multiplicity: 1

---

Density functional theory data (ωB97M-V with the def2-TZVPD basis set) for 11 unconnected molecules or ions with the total composition C11H44O11 in a non-equilibrium geometry.

Last column: Löwdin charge in e.
Cartesian coordinates (Å):
O (-21.21, 1.91, -19.20)  -0.12
O (-17.54, 7.79, -18.93)  -0.12
O (-23.44, 7.35, -17.40)  -0.12
O (-26.03, 6.52, -22.12)  -0.13
O (-25.34, 3.17, -20.15)  -0.11
O (-17.20, 5.09, -20.03)  -0.11
O (-24.09, 9.65, -22.17)  -0.13
O (-23.22, 7.38, -20.40)  -0.14
O (-27.38, 5.97, -19.55)  -0.15
O (-22.23, 11.69, -21.22)  -0.14
O (-20.85, 4.49, -23.59)  -0.12
C (-26.12, 6.23, -18.90)  -0.15
C (-23.90, 9.53, -23.57)  -0.15
C (-18.70, 8.29, -19.59)  -0.14
C (-22.39, 6.52, -16.97)  -0.17
C (-22.69, 11.45, -19.88)  -0.12
C (-24.47, 3.36, -21.25)  -0.16
C (-26.95, 7.36, -22.80)  -0.14
C (-20.84, 2.62, -20.40)  -0.14
C (-17.89, 5.16, -21.26)  -0.19
C (-22.06, 6.57, -20.58)  -0.12
C (-19.67, 4.25, -24.33)  -0.16
H (-22.25, 5.66, -20.02)  0.06
H (-25.00, 3.68, -22.15)  0.08
H (-27.73, 6.76, -23.28)  0.08
H (-17.19, 5.98, -19.64)  0.04
H (-26.01, 7.31, -18.75)  0.07
H (-23.71, 10.49, -21.87)  0.04
H (-22.11, 12.05, -19.18)  0.08
H (-19.60, 8.10, -19.02)  0.07
H (-19.51, 3.17, -24.36)  0.08
H (-25.15, 6.86, -22.23)  0.06
H (-22.44, 6.41, -15.89)  0.08
H (-18.79, 5.78, -21.20)  0.06
H (-23.01, 10.02, -23.97)  0.08
H (-26.23, 5.67, -17.97)  0.08
H (-23.09, 8.24, -20.82)  0.05
H (-23.86, 8.47, -23.82)  0.07
H (-27.23, 5.62, -20.43)  0.04
H (-19.66, 4.60, -25.37)  0.08
H (-21.09, 3.67, -20.26)  0.06
H (-26.50, 7.96, -23.59)  0.07
H (-21.12, 7.02, -20.25)  0.06
H (-18.24, 4.19, -21.60)  0.06
H (-18.80, 4.74, -23.87)  0.06
H (-21.13, 5.40, -23.68)  0.06
H (-21.46, 2.18, -21.19)  0.07
H (-17.25, 5.62, -22.02)  0.08
H (-18.75, 7.87, -20.59)  0.07
H (-21.91, 6.43, -21.66)  0.07
H (-21.94, 2.41, -18.82)  0.06
H (-17.54, 8.09, -18.02)  0.09
H (-23.70, 4.09, -21.01)  0.06
H (-25.28, 5.88, -19.50)  0.05
H (-26.03, 2.56, -20.43)  0.08
H (-24.78, 9.94, -24.07)  0.08
H (-22.65, 10.38, -19.68)  0.07
H (-23.27, 7.65, -18.30)  0.04
H (-18.56, 9.36, -19.79)  0.09
H (-21.42, 6.99, -17.21)  0.07
H (-19.80, 2.63, -20.69)  0.07
H (-23.74, 11.77, -19.80)  0.09
H (-21.87, 12.57, -21.32)  0.08
H (-22.31, 5.55, -17.47)  0.07
H (-27.49, 7.97, -22.07)  0.08
H (-23.89, 2.45, -21.46)  0.07

Summary:
Energy relative to the best compared isomer or geometry (same formula, charge and spin): 260.9 kJ/mol
Highest occupied orbital energy: -9.0863 eV
Frontier orbital gap: 9.085 eV
SMILES: CO.CO.CO.CO.CO.CO.CO.CO.CO.CO.CO
E: -34637.6960 eV
Net charge: 0
Spin multiplicity: 1

---

- Which of these has the lowest net charge?
  C28H25CdClOSi